Entry 1:
{
  "formula": "C4H8N4",
  "method": "ωB97M-V with the def2-TZVPD basis set",
  "multiplicity": 1,
  "e_above_lowest_kj_mol": 856.8,
  "gap_ev": 7.90,
  "charge": 0,
  "species": ["C", "C", "C", "C", "H", "H", "H", "H", "H", "H", "H", "H", "N", "N", "N", "N"],
  "xyz": [[0.219, 0.470, 2.333], [-0.398, 1.061, -1.712], [0.539, 0.075, -1.818], [0.602, -0.629, -0.585], [0.547, -0.608, 3.325], [-0.454, 1.775, 2.779], [1.356, 0.438, 1.520], [-1.255, -1.016, 1.801], [-1.173, 1.833, 0.150], [-0.745, 1.522, -2.593], [1.096, -0.625, -2.707], [1.144, -2.251, 0.541], [-0.819, -0.081, 1.581], [-0.387, -0.130, 0.200], [-1.003, 0.956, -0.496], [1.310, -1.735, -0.445]],
  "forces_ev_per_angstrom": [[2.62, -0.57, 2.45], [1.72, -2.28, -0.66], [1.31, -1.71, -2.63], [1.32, -3.77, 1.18], [-0.88, 3.98, -2.35], [3.00, -3.65, -0.71], [-3.53, 0.84, 3.11], [1.09, 1.53, 0.04], [0.56, -2.37, -1.80], [-0.75, 1.30, -0.25], [-1.76, 2.96, 2.28], [0.29, 1.77, -2.72], [-0.04, -2.80, -3.50], [-3.02, 2.57, 0.79], [-1.12, 2.31, 1.96], [-0.80, -0.10, 2.81]],
  "mulliken_charge": [-0.64, -0.28, -0.44, 0.56, 0.22, 0.23, 0.24, 0.29, 0.28, 0.39, 0.27, 0.19, -0.43, 0.27, -0.39, -0.76]
}

---

Entry 2:
{
  "formula": "CF5N",
  "method": "ωB97M-V with the def2-TZVPD basis set",
  "multiplicity": 1,
  "e_above_lowest_kj_mol": 269.2,
  "gap_ev": [8.77, 10.74],
  "charge": 0,
  "species": ["C", "N", "F", "F", "F", "F", "F"],
  "xyz": [[1.010, -0.029, -0.153], [-1.340, 0.268, -0.271], [1.264, -1.136, 0.591], [1.371, -0.279, -1.405], [1.175, 1.141, 0.391], [-1.613, -0.991, 0.103], [-1.867, 1.026, 0.744]],
  "forces_ev_per_angstrom": [[-2.98, -2.16, -0.05], [0.84, 0.28, -0.47], [0.18, 2.16, -0.49], [0.38, 1.19, 1.14], [1.51, -0.58, -0.37], [-0.41, -0.56, 0.31], [0.48, -0.33, -0.07]],
  "mulliken_charge": [0.69, 0.06, -0.18, -0.17, -0.16, -0.11, -0.14]
}

---

Entry 3:
{
  "formula": "Br2Cl4MnO16",
  "method": "ωB97M-V with the def2-TZVPD basis set",
  "multiplicity": 6,
  "s_squared": 8.75,
  "e_above_lowest_kj_mol": 291.4,
  "gap_ev": [6.90, 6.98],
  "charge": -4,
  "species": ["Mn", "Br", "Br", "Cl", "O", "O", "O", "O", "Cl", "O", "O", "O", "O", "Cl", "O", "O", "O", "O", "Cl", "O", "O", "O", "O"],
  "xyz": [[20.509, -25.018, -14.450], [20.077, -27.126, -15.831], [21.526, -23.087, -12.977], [17.258, -24.196, -12.862], [18.214, -24.497, -13.952], [17.334, -22.711, -12.882], [15.958, -24.687, -13.282], [17.410, -24.923, -11.707], [20.185, -27.709, -11.320], [20.112, -26.872, -12.522], [19.100, -28.660, -11.245], [21.402, -28.537, -11.347], [20.072, -26.986, -10.083], [23.968, -24.598, -15.680], [24.966, -24.821, -14.664], [23.832, -23.065, -16.000], [24.302, -25.268, -17.012], [22.816, -25.368, -15.059], [20.105, -23.448, -18.088], [20.760, -23.809, -16.818], [18.821, -24.232, -18.290], [19.502, -22.245, -18.398], [20.975, -23.855, -19.213]],
  "forces_ev_per_angstrom": [[0.04, 0.01, -0.03], [-0.06, 0.11, 0.10], [-0.32, -0.25, -0.10], [-0.94, 2.02, -6.15], [0.33, -1.10, 1.00], [-0.89, -1.58, 2.01], [-1.06, 1.20, -1.31], [2.77, -0.48, 4.35], [0.03, -1.70, -0.37], [0.13, -0.65, 1.69], [-0.92, -0.27, -1.05], [-0.09, 1.24, -0.02], [0.95, 1.29, 0.09], [-1.03, 0.18, -1.91], [1.38, 0.74, -0.57], [-0.06, -4.32, 1.34], [-0.37, 1.35, 2.90], [0.35, 2.05, -1.77], [-2.95, -8.20, -2.77], [-0.82, 1.93, -1.18], [1.83, -1.59, 1.51], [1.23, 7.04, 0.91], [0.50, 0.97, 1.36]],
  "lowdin_spin": [4.79, 0.05, 0.04, 0.00, 0.03, 0.00, 0.00, 0.00, 0.00, 0.02, 0.00, 0.00, 0.00, 0.00, 0.00, 0.00, 0.00, 0.03, 0.00, 0.02, 0.00, 0.00, 0.00]
}

---

Entry 4:
{
  "formula": "C6H15N2PS2",
  "method": "ωB97M-V with the def2-TZVPD basis set",
  "multiplicity": 1,
  "e_above_lowest_kj_mol": 227.2,
  "gap_ev": [7.84, 6.20],
  "charge": 0,
  "species": ["C", "C", "C", "C", "C", "C", "N", "N", "P", "S", "S", "H", "H", "H", "H", "H", "H", "H", "H", "H", "H", "H", "H", "H", "H", "H"],
  "xyz": [[0.611, -0.045, -2.887], [-0.545, -0.061, -1.890], [1.899, -0.513, -2.218], [-0.216, 0.809, -0.677], [2.228, 0.369, -1.015], [1.075, 0.327, -0.018], [-1.627, -0.763, 4.864], [-2.680, 0.589, 2.966], [-1.372, -0.388, 3.371], [-1.521, -2.023, 1.965], [1.459, 1.322, 1.448], [0.379, -0.689, -3.737], [0.744, 0.971, -3.264], [-1.454, 0.309, -2.369], [-0.732, -1.089, -1.566], [1.782, -1.548, -1.887], [2.726, -0.481, -2.930], [-0.094, 1.848, -0.988], [-1.036, 0.778, 0.046], [3.147, 0.028, -0.534], [2.382, 1.399, -1.344], [0.944, -0.698, 0.344], [-1.068, -1.507, 5.253], [-3.136, 0.909, 3.812], [-2.485, 1.358, 2.336], [-1.410, -1.213, 0.918]],
  "forces_ev_per_angstrom": [[-0.07, -0.34, 0.13], [-0.02, 0.34, -0.14], [-0.01, 0.32, -0.15], [-0.08, -0.43, -0.08], [0.19, -0.31, 0.11], [-0.32, 0.51, 0.37], [0.14, -0.09, 0.08], [0.20, 0.28, -0.01], [-0.28, 0.19, -0.56], [0.09, -0.29, 0.44], [-0.08, -0.23, 0.06], [-0.01, 0.05, -0.09], [0.02, 0.08, -0.08], [-0.04, -0.11, 0.03], [-0.05, -0.07, -0.01], [0.04, -0.07, 0.00], [0.03, -0.07, 0.01], [0.00, 0.07, 0.04], [0.03, 0.10, -0.02], [0.01, 0.07, 0.01], [0.04, 0.05, 0.00], [0.09, -0.04, -0.03], [0.10, -0.16, 0.10], [-0.11, 0.06, -0.02], [0.02, -0.11, 0.07], [0.06, 0.22, -0.27]],
  "mulliken_charge": [-0.70, -0.58, -0.61, -0.57, -0.97, 0.21, -0.63, -0.50, 0.48, -0.23, -0.06, 0.34, 0.33, 0.36, 0.25, 0.32, 0.30, 0.37, 0.04, 0.39, 0.40, 0.20, 0.25, 0.28, 0.26, 0.07]
}

---

Entry 5:
{
  "formula": "C8H13PSi",
  "method": "ωB97M-V with the def2-TZVPD basis set",
  "multiplicity": 1,
  "e_above_lowest_kj_mol": 226.4,
  "gap_ev": [8.51, 8.51],
  "charge": 0,
  "species": ["C", "C", "C", "C", "C", "C", "C", "C", "Si", "P", "H", "H", "H", "H", "H", "H", "H", "H", "H", "H", "H", "H", "H"],
  "xyz": [[-2.851, -1.169, 0.373], [-1.558, -1.310, 0.629], [-3.635, 0.108, 0.139], [-3.003, 1.306, -0.062], [-0.494, 0.355, 0.206], [2.484, 0.492, 1.487], [1.588, 1.481, -1.425], [1.705, -1.764, -0.563], [1.408, 0.088, -0.073], [-1.326, 1.819, -0.193], [-3.447, -2.023, 0.539], [-1.025, -2.184, 0.988], [-4.647, 0.027, 0.171], [-3.691, 2.189, -0.250], [2.631, -0.364, 2.110], [3.475, 0.736, 1.083], [2.034, 1.292, 2.025], [0.733, 1.713, -1.939], [2.034, 2.476, -1.035], [2.319, 1.120, -2.055], [2.076, -1.888, -1.602], [2.439, -2.294, 0.011], [0.751, -2.207, -0.564]],
  "forces_ev_per_angstrom": [[-0.97, 1.92, 0.47], [2.50, 4.82, -1.37], [5.51, -0.50, -0.12], [-2.55, 0.62, -0.14], [-1.88, -3.01, 0.71], [-0.13, -0.57, -2.12], [2.26, 0.82, 3.65], [0.94, 1.80, -1.49], [-0.94, 0.76, 0.50], [1.02, -2.36, 0.62], [-0.83, -1.03, 0.08], [-0.05, 0.18, -0.27], [-2.74, -0.14, -0.07], [0.65, -1.09, 0.34], [-0.16, -0.59, 0.50], [-0.12, 0.34, 0.25], [-0.08, 0.75, 0.47], [-2.08, 0.27, -1.23], [-0.79, -1.60, -0.23], [1.68, -0.70, -1.93], [-0.26, 0.37, 0.34], [0.10, -0.18, 0.78], [-1.09, -0.88, 0.27]],
  "mulliken_charge": [-0.36, -0.45, -0.32, -0.30, 0.02, -1.09, -1.32, -1.17, 0.53, -0.08, 0.33, 0.42, 0.46, 0.21, 0.34, 0.31, 0.33, 0.46, 0.26, 0.40, 0.34, 0.35, 0.34]
}

---

Entry 6:
{
  "formula": "C3H3O3P",
  "method": "ωB97M-V with the def2-TZVPD basis set",
  "multiplicity": 1,
  "e_above_lowest_kj_mol": 276.8,
  "gap_ev": [6.91, 6.97],
  "charge": 0,
  "species": ["C", "C", "C", "O", "O", "O", "P", "H", "H", "H"],
  "xyz": [[2.839, 0.040, 0.950], [-0.986, 0.925, 0.097], [-1.558, -0.131, -0.507], [3.870, 0.413, 0.587], [1.802, -0.271, 1.274], [-0.786, -0.974, -1.141], [-0.955, -2.448, -1.795], [0.013, 1.051, 0.266], [-1.570, 1.454, 0.832], [-2.669, -0.060, -0.563]],
  "forces_ev_per_angstrom": [[2.25, 1.09, -1.00], [-2.64, -1.26, 0.82], [-1.11, 3.71, 1.47], [0.69, 0.01, -0.08], [-2.85, -1.15, 1.11], [1.13, -1.71, -1.44], [-0.29, -0.05, -0.01], [2.60, 0.04, -0.19], [-0.57, 0.53, -0.46], [0.78, -1.21, -0.23]],
  "mulliken_charge": [0.69, -0.77, 0.20, -0.37, -0.33, -0.20, -0.08, 0.27, 0.26, 0.32]
}

---

Entry 7:
{
  "formula": "CH2F3P",
  "method": "ωB97M-V with the def2-TZVPD basis set",
  "multiplicity": 1,
  "e_above_lowest_kj_mol": 448.3,
  "gap_ev": [7.06, 7.02],
  "charge": 0,
  "species": ["C", "F", "F", "F", "P", "H", "H"],
  "xyz": [[-0.254, 0.130, -0.464], [0.400, -0.120, -1.659], [-2.813, -1.571, -0.169], [-1.908, 1.467, 0.822], [-1.851, 1.095, -0.727], [0.383, 0.661, 0.107], [-0.503, -0.763, 0.184]],
  "forces_ev_per_angstrom": [[-2.29, -1.84, -1.57], [-0.51, -0.38, 0.29], [0.82, 2.36, -0.53], [-0.32, 0.08, -1.11], [0.33, -3.02, 2.20], [2.10, 2.44, 2.01], [-0.13, 0.36, -1.29]],
  "mulliken_charge": [-0.26, -0.25, -0.64, -0.17, 0.66, 0.31, 0.34]
}

---

Entry 8:
{
  "formula": "C6H14OS",
  "method": "ωB97M-V with the def2-TZVPD basis set",
  "multiplicity": 1,
  "e_above_lowest_kj_mol": 812.6,
  "gap_ev": 9.05,
  "charge": 0,
  "species": ["C", "C", "C", "C", "C", "C", "H", "H", "H", "H", "H", "H", "H", "H", "H", "H", "H", "H", "H", "H", "O", "S"],
  "xyz": [[-3.114, 0.659, -0.288], [-1.798, 0.381, 0.528], [0.805, -0.282, 0.046], [1.688, -1.393, -0.389], [0.917, -0.020, 1.539], [2.259, 1.351, -0.290], [-2.846, 0.811, -1.385], [-3.648, -0.383, -0.230], [-3.809, 1.304, 0.235], [-2.169, 0.218, 1.686], [-1.026, 1.308, 0.642], [1.569, -2.353, 0.316], [1.400, -1.532, -1.373], [2.690, -1.063, -0.164], [1.021, 1.257, 1.914], [-0.217, -0.674, 1.883], [2.092, -0.668, 1.896], [1.675, 2.296, 0.502], [2.934, 1.693, -1.509], [3.091, 0.479, 0.550], [0.982, 0.858, -0.846], [-0.947, -0.859, -0.317]],
  "forces_ev_per_angstrom": [[0.65, -2.87, -0.21], [-1.16, 3.74, 2.82], [-2.55, -0.03, -0.68], [-0.03, -2.05, 3.50], [0.29, -0.50, 2.97], [0.58, 2.70, -0.74], [-0.75, 0.38, 1.56], [0.75, 1.72, -0.41], [0.13, 0.67, -0.40], [1.13, -0.16, -2.73], [-2.19, -1.81, -0.58], [-0.15, 2.02, -1.83], [0.32, -0.98, -2.15], [0.52, -0.28, -0.83], [-0.67, -4.45, -1.00], [4.23, 2.23, 0.15], [-4.01, 2.15, -0.49], [3.13, -2.29, -2.57], [-1.81, -0.64, 4.44], [-2.76, 3.07, -2.96], [2.82, -1.56, 2.46], [1.52, -1.05, -0.34]],
  "mulliken_charge": [-1.06, -0.12, 0.42, -1.50, -0.63, -0.43, 0.30, 0.25, 0.36, 0.26, 0.19, 0.25, 0.55, 0.37, 0.16, 0.25, 0.26, 0.21, 0.23, 0.19, -0.35, -0.17]
}